The following is a DFT calculation (the ωB97M-V functional and the def2-TZVPD basis) of the molecule C26H27N3O4S at a distorted geometry.

Values from the calculation:
F_max = 1.4 eV Å⁻¹
relative energy (zero: lowest compared OMol25 entry of this formula, charge and spin) = 1.619 eV
spin multiplicity = 1
HOMO-LUMO gap = 8.4 eV
total charge = 0

Structure (XYZ):
```
61
Properties=species:S:1:pos:R:3:lowdin_charge:R:1
C 5.4394 -2.3194 2.0398 -0.11
C 5.9618 -2.4011 0.6113 -0.26
C 5.2088 -3.4135 -0.2528 -0.18
C 3.7562 -3.0389 -0.5127 -0.15
H 3.3554 -3.5827 -1.3757 0.13
H 3.6497 -1.9659 -0.7050 0.14
O 2.9669 -3.3761 0.6345 0.00
C 1.6628 -3.2077 0.5301 -0.58
O 1.0847 -2.8396 -0.4588 0.11
C 0.9933 -3.5527 1.8486 -0.34
H 1.5657 -3.1438 2.6805 0.08
H 0.9331 -4.6374 1.9534 0.09
S -0.7273 -2.9833 1.8956 1.02
C -0.6967 -1.3853 1.1265 -0.50
C 0.2608 -0.4394 1.2456 -0.20
C 1.4346 -0.6082 1.9801 -0.19
N 2.4181 -0.7105 2.5693 0.21
C 0.0986 0.9177 0.5893 -0.15
C -0.3094 1.9699 1.5987 -0.15
C -1.2649 1.7133 2.5741 0.00
C -1.6397 2.7315 3.4343 -0.05
C -1.0497 3.9759 3.2764 -0.15
N -0.1458 4.2340 2.3471 0.07
C 0.2155 3.2577 1.5362 -0.09
H 0.9545 3.5147 0.7883 0.12
H -1.3094 4.8066 3.9194 0.10
H -2.3745 2.5624 4.2064 0.10
H -1.7077 0.7305 2.6626 0.12
C -0.9701 0.8739 -0.4843 -0.02
C -1.8717 -0.1240 -0.5426 -0.13
N -1.8163 -1.1670 0.3652 0.09
H -2.4219 -1.9594 0.2045 0.13
C -2.9241 -0.2541 -1.5640 -0.17
C -2.6043 -0.2032 -2.9172 -0.02
C -3.5949 -0.3488 -3.8697 -0.07
C -4.9100 -0.5506 -3.4827 -0.08
C -5.2317 -0.6134 -2.1377 -0.08
C -4.2429 -0.4736 -1.1804 -0.03
H -4.4965 -0.5091 -0.1304 0.12
H -6.2554 -0.7717 -1.8323 0.10
H -5.6824 -0.6612 -4.2291 0.10
H -3.3406 -0.3080 -4.9184 0.11
H -1.5764 -0.0559 -3.2135 0.13
C -0.9726 2.0524 -1.3671 -0.45
O 0.0236 2.6640 -1.6744 0.12
O -2.2095 2.4003 -1.7549 -0.01
C -2.3212 3.5719 -2.5615 -0.21
C -2.3514 4.8297 -1.7046 -0.05
H -2.4910 5.7008 -2.3382 0.08
H -1.4140 4.9327 -1.1633 0.07
H -3.1664 4.7752 -0.9868 0.08
H -3.2545 3.4446 -3.1145 0.12
H -1.4756 3.6078 -3.2563 0.12
H 1.0451 1.2298 0.1304 0.16
H 5.2298 -4.3934 0.2272 0.12
H 5.7073 -3.4974 -1.2204 0.11
H 7.0149 -2.6922 0.6303 0.10
H 5.9004 -1.4160 0.1439 0.11
H 4.4271 -1.9271 2.0675 0.02
H 6.0719 -1.6614 2.6308 0.07
H 5.4409 -3.3043 2.5015 0.08
```